(1)
Entry from the Open Molecules 2025 dataset: a 2-piece molecular cluster, C6H8N4 overall (ωB97M-V with the def2-TZVPD basis set).

Output
Energy above the lowest of the compared OMol25 structures with the same formula, charge and spin, kJ/mol: 665.8
HOMO level (spin up / spin down), eV: -7.458 / -8.266
Multiplicity: 1
Energy, Eh: -452.20807
LUMO energy (spin up / spin down), Eh: -0.0169 / -0.0123

The geometry in XYZ format:
```
18
Properties=species:S:1:pos:R:3:nbo_charge:R:1
C 2.29 -2.27 0.51 -0.1545
C 2.11 -1.23 -0.10 -0.0814
C -2.62 0.53 0.36 -0.0985
C -2.84 -0.79 -0.01 -0.1416
C -0.69 -0.26 -0.12 0.2926
C 1.73 0.04 -0.46 -0.0049
N -1.27 0.80 0.28 -0.5814
N -1.57 -1.32 -0.32 -0.6053
N 1.61 2.46 -0.01 -0.6662
N 1.79 1.10 0.43 -0.4004
H 2.69 -3.15 0.75 0.2140
H -3.32 1.32 0.59 0.2074
H -3.68 -1.37 0.34 0.2145
H 1.22 0.30 -1.31 0.2444
H -1.40 -2.22 -0.77 0.4232
H 2.28 2.86 -0.66 0.3619
H 0.65 2.52 -0.43 0.3704
H 1.55 0.95 1.43 0.4058
```

---

(2)
Entry from the Open Molecules 2025 dataset: C4H4LiMgO5 as an isolated structure (ωB97M-V with the def2-TZVPD basis set).

Output
Energy above the lowest of the compared OMol25 structures with the same formula, charge and spin, kJ/mol: 151.0
HOMO level (spin up / spin down), eV: -16.650 / -17.177
Multiplicity: 2
Energy, Eh: -738.04378
LUMO energy (spin up / spin down), Eh: -0.2668 / -0.3115
Charge: +2
⟨S²⟩: 0.753

The geometry in XYZ format:
```
15
Properties=species:S:1:pos:R:3:nbo_charge:R:1
O -2.69 0.92 -3.43 -0.7134
C -2.58 -0.23 -3.84 0.8202
O -1.88 -1.12 -3.29 -0.9703
Li -1.33 -2.87 -3.64 0.9902
Mg -1.26 0.50 -1.94 1.6959
C -0.39 0.36 -0.01 -0.8893
C 0.87 0.71 0.19 0.0291
H -1.02 -0.06 0.79 0.2257
H 1.45 1.49 -0.31 0.2347
O 2.56 -0.50 3.02 -0.5541
C 1.61 -0.03 2.31 1.0650
O 0.56 0.43 2.89 -0.5970
O 1.80 0.01 1.06 -0.4325
H 2.35 -0.54 3.97 0.5481
H -0.04 0.93 2.23 0.5478
```

---

(3)
Entry from the Open Molecules 2025 dataset: C21H40NO2P2SiZr as an isolated structure (ωB97M-V with the def2-TZVPD basis set).

Output
HOMO level, eV: -11.016
Multiplicity: 1
Energy, Eh: -2048.39995
LUMO energy, Eh: -0.1316
Charge: +1

The geometry in XYZ format:
```
68
Properties=species:S:1:pos:R:3:nbo_charge:R:1
C -0.86 3.97 -1.69 -0.2310
C -0.88 2.63 -1.36 0.2783
N -0.03 2.19 -0.44 -0.6330
C 0.86 2.97 0.21 0.2691
C 0.92 4.30 -0.11 -0.2396
C 0.05 4.82 -1.07 -0.1053
C -1.79 1.63 -2.06 -0.7611
P -2.17 0.11 -1.07 0.8033
Zr -0.03 0.01 0.06 2.0436
P 2.09 0.53 1.08 0.8236
C 1.69 2.33 1.32 -0.7352
C 0.03 -2.17 0.32 -0.5757
C -1.00 -2.70 1.05 -0.2192
C -1.01 -4.09 1.21 -0.2014
C 0.00 -4.88 0.66 -0.2075
C 1.03 -4.26 -0.06 -0.1951
C 1.04 -2.88 -0.24 -0.2337
O -0.72 0.22 -4.69 -0.9777
O 0.47 -1.81 -3.32 -0.9892
H -1.56 4.34 -2.45 0.2420
H 1.64 4.94 0.41 0.2409
H 0.09 5.89 -1.33 0.2466
C -3.51 0.49 0.02 -0.9463
C -2.67 -1.16 -2.16 -0.9608
H 2.62 2.90 1.48 0.2597
H 1.11 2.38 2.26 0.2867
H -1.30 1.24 -2.99 0.3378
H -2.73 2.11 -2.37 0.2571
C 2.39 -0.16 2.67 -0.9544
C 3.55 0.42 0.10 -0.9582
H -1.78 -2.11 1.51 0.2156
H -1.82 -4.56 1.78 0.2170
H -0.01 -5.97 0.79 0.2292
H 1.83 -4.87 -0.50 0.2168
H 1.85 -2.42 -0.81 0.2162
H 0.62 -1.21 -2.54 0.4923
H 0.20 -2.65 -2.92 0.4864
H -0.36 -0.62 -4.31 0.5041
H 0.07 0.71 -4.94 0.4725
H 0.82 -0.22 -1.52 -0.5812
H -4.40 0.72 -0.57 0.2515
H -3.71 -0.37 0.68 0.2670
H -3.27 1.35 0.68 0.2673
H -3.55 -0.83 -2.73 0.2546
H -1.86 -1.42 -2.87 0.2910
H -2.92 -2.06 -1.58 0.2724
H 4.39 0.87 0.65 0.2451
H 3.78 -0.64 -0.11 0.2737
H 3.42 0.92 -0.87 0.2748
H 3.28 0.32 3.11 0.2482
H 1.53 -0.03 3.34 0.2823
H 2.57 -1.24 2.57 0.2777
C 0.04 1.90 4.69 -1.1201
Si -1.29 1.68 3.37 1.6684
C -2.80 1.17 4.38 -1.1053
C -1.75 3.31 2.56 -1.1241
C -0.99 0.24 2.17 -1.6004
H -0.32 2.66 5.40 0.2536
H 1.01 2.23 4.33 0.2153
H 0.16 0.95 5.22 0.2435
H -3.02 1.95 5.11 0.2359
H -3.65 1.03 3.71 0.2233
H -2.57 0.23 4.89 0.2363
H -0.91 3.73 1.99 0.2170
H -2.61 3.19 1.89 0.2300
H -2.02 4.03 3.35 0.2558
H -0.62 -0.60 2.81 0.2709
H -2.08 -0.07 2.00 0.2604
```

---

(4)
Entry from the Open Molecules 2025 dataset: CH2BrN3 as an isolated structure (ωB97M-V with the def2-TZVPD basis set).

Output
Energy above the lowest of the compared OMol25 structures with the same formula, charge and spin, kJ/mol: 133.6
HOMO level (spin up / spin down), eV: -10.526 / -10.938
Multiplicity: 3
Energy, Eh: -2777.40347
LUMO energy (spin up / spin down), Eh: -0.0077 / -0.1082
⟨S²⟩: 2.022

The geometry in XYZ format:
```
7
Properties=species:S:1:pos:R:3:nbo_charge:R:1
C 0.98 -1.02 -0.13 0.3292
N 1.07 -1.44 -1.21 -0.2533
N -1.18 0.96 -0.57 -0.6029
N 0.90 -0.33 0.97 -0.4402
Br -0.21 -0.98 2.20 0.3688
H -0.30 0.95 -1.13 0.3017
H -1.26 1.86 -0.12 0.2968
```

---

(5)
Entry from the Open Molecules 2025 dataset: the molecule C5H6O2 (ωB97M-V with the def2-TZVPD basis set).

Output
Energy above the lowest of the compared OMol25 structures with the same formula, charge and spin, kJ/mol: 405.7
HOMO level, eV: -8.455
SMILES string: CC(=O)C1=C(C)O1
Multiplicity: 1
Energy, Eh: -344.44739
LUMO energy, Eh: 0.0134

The geometry in XYZ format:
```
13
Properties=species:S:1:pos:R:3:nbo_charge:R:1
C 0.38 -0.29 -0.58 0.0370
C -0.70 -1.00 -0.39 0.3995
C 1.56 0.59 -0.45 0.5096
C -1.92 -1.38 0.21 -0.7047
C 1.26 1.72 0.43 -0.7008
O 2.53 0.46 -1.09 -0.5139
O -0.05 -1.62 -1.38 -0.4964
H -2.15 -0.68 1.05 0.2404
H -1.93 -2.42 0.66 0.2634
H -2.73 -1.33 -0.46 0.2581
H 0.28 1.50 0.77 0.2157
H 1.50 2.74 0.02 0.2522
H 1.96 1.72 1.19 0.2399
```

---

(6)
Entry from the Open Molecules 2025 dataset: C3H3NO2 as an isolated structure (ωB97M-V with the def2-TZVPD basis set).

Output
Energy above the lowest of the compared OMol25 structures with the same formula, charge and spin, kJ/mol: 314.0
HOMO level, eV: -8.889
Multiplicity: 1
Energy, Eh: -321.25803
LUMO energy, Eh: 0.0144

The geometry in XYZ format:
```
9
Properties=species:S:1:pos:R:3:nbo_charge:R:1
C 0.78 -0.02 -0.07 0.7545
C -1.12 0.72 -0.15 -0.1132
C -1.20 -0.62 0.03 -0.0367
H 2.69 -0.60 0.36 0.4943
H -1.66 1.67 0.13 0.2492
H -1.91 -1.33 -0.26 0.2091
N 0.21 1.16 0.08 -0.5041
O 2.04 0.13 -0.13 -0.6381
O 0.17 -1.11 0.01 -0.4152
```

---

(7)
Entry from the Open Molecules 2025 dataset: a 2-piece molecular cluster, C5H14NO overall (ωB97M-V with the def2-TZVPD basis set).

Output
Energy above the lowest of the compared OMol25 structures with the same formula, charge and spin, kJ/mol: 219.8
HOMO level, eV: -13.033
Multiplicity: 1
Energy, Eh: -328.60252
LUMO energy, Eh: -0.1200
Charge: +1

The geometry in XYZ format:
```
21
Properties=species:S:1:pos:R:3:nbo_charge:R:1
C 2.03 0.48 0.06 -0.6604
C 0.71 -0.27 0.25 -0.0218
C -0.51 0.67 -0.26 -0.4676
C -0.80 1.80 0.62 -0.2048
C -0.62 1.65 1.96 -0.3718
N 0.62 -1.50 -0.64 -0.6820
H 2.27 0.60 -0.97 0.2241
H 2.85 0.03 0.73 0.2496
H 1.74 1.59 0.33 0.2698
H 0.55 -0.68 1.23 0.2183
H -0.14 0.97 -1.23 0.2036
H -1.48 0.14 -0.46 0.2499
H -0.84 2.81 0.09 0.2374
H -1.02 2.39 2.70 0.2313
H -0.36 0.71 2.37 0.1764
H -0.21 -2.01 -0.67 0.4581
H 0.76 -1.21 -1.64 0.4300
H 1.27 -2.26 -0.38 0.4311
H -2.35 -1.66 -2.11 0.5132
H -2.61 -2.24 -0.71 0.4993
O -1.87 -2.00 -1.25 -0.9840
```

---

(8)
Entry from the Open Molecules 2025 dataset: a 9-piece molecular cluster, C18H54O9 overall (ωB97M-V with the def2-TZVPD basis set).

Output
Energy above the lowest of the compared OMol25 structures with the same formula, charge and spin, kJ/mol: 419.8
HOMO level, eV: -9.669
SMILES string: CCO.CCO.CCO.CCO.CCO.CCO.CCO.CCO.CCO
Multiplicity: 1
Energy, Eh: -1395.20694
LUMO energy, Eh: 0.0142

The geometry in XYZ format:
```
81
Properties=species:S:1:pos:R:3:lowdin_charge:R:1
C -1.08 7.23 -22.77 -0.0814
C -0.04 7.27 -21.68 -0.2990
O -0.63 7.95 -20.58 -0.1035
H -1.83 8.01 -22.86 0.0838
H -1.59 6.30 -22.50 0.0688
H -0.69 7.07 -23.77 0.0776
H 0.73 7.95 -22.03 0.0947
H 0.39 6.28 -21.52 0.1182
H 0.00 8.30 -19.94 0.0427
C 2.45 8.17 -11.77 -0.0561
C 2.89 7.07 -12.87 -0.3026
O 4.11 7.28 -13.49 -0.0800
H 3.12 8.28 -10.93 0.0613
H 1.47 7.87 -11.39 0.0614
H 2.34 9.17 -12.21 0.0574
H 2.13 7.09 -13.66 0.0963
H 2.89 6.05 -12.50 0.1049
H 4.80 7.22 -12.83 0.0845
C -5.27 8.08 -15.58 -0.0818
C -4.06 7.90 -14.73 -0.3316
O -4.00 8.75 -13.56 -0.0711
H -6.16 7.83 -15.01 0.0815
H -5.10 7.45 -16.45 0.0538
H -5.32 9.14 -15.84 0.0781
H -3.19 8.06 -15.37 0.0882
H -3.83 6.85 -14.51 0.1089
H -3.35 8.39 -12.95 0.0723
C -4.51 5.74 -18.56 -0.0695
C -2.98 6.14 -18.71 -0.2906
O -2.86 6.61 -20.04 -0.0896
H -5.15 6.60 -18.77 0.0467
H -4.79 5.24 -17.63 0.0637
H -4.72 5.10 -19.42 0.0645
H -2.25 5.38 -18.42 0.1073
H -2.78 6.94 -17.99 0.0673
H -1.95 6.92 -20.08 0.0188
C 1.25 9.06 -16.46 -0.0665
C -0.10 9.35 -17.16 -0.3047
O 0.17 9.66 -18.50 -0.0822
H 1.20 8.87 -15.38 0.0596
H 1.93 9.91 -16.53 0.0834
H 1.57 8.10 -16.87 0.0566
H -0.49 10.22 -16.63 0.1152
H -0.78 8.51 -17.01 0.1042
H -0.69 10.01 -18.75 0.0456
C -4.27 9.47 -18.78 -0.0905
C -3.57 9.97 -20.02 -0.2350
O -2.41 10.80 -19.61 -0.1073
H -3.58 8.86 -18.20 0.0525
H -5.19 8.90 -18.91 0.0747
H -4.66 10.32 -18.23 0.0783
H -4.28 10.67 -20.47 0.1130
H -3.14 9.18 -20.64 0.0977
H -2.16 11.28 -20.41 0.0377
C 6.71 9.67 -13.59 -0.0718
C 5.37 10.49 -13.62 -0.3025
O 4.64 10.02 -14.72 -0.0937
H 7.47 10.13 -12.96 0.0650
H 7.12 9.61 -14.60 0.0710
H 6.48 8.64 -13.33 0.0444
H 5.64 11.53 -13.76 0.1028
H 4.79 10.41 -12.69 0.0988
H 4.01 9.32 -14.52 0.0496
C 2.87 7.46 -19.92 -0.0683
C 3.55 7.04 -18.65 -0.3003
O 2.97 5.77 -18.23 -0.0887
H 1.93 7.98 -19.73 0.0482
H 2.62 6.64 -20.60 0.0741
H 3.59 8.06 -20.49 0.0824
H 3.51 7.75 -17.83 0.0916
H 4.62 6.90 -18.77 0.1041
H 3.22 5.59 -17.32 0.0711
C 0.74 10.97 -23.21 -0.0494
C -0.28 11.36 -22.10 -0.3699
O -1.55 11.50 -22.52 -0.0483
H 1.75 11.08 -22.83 0.0706
H 0.74 11.63 -24.08 0.0702
H 0.61 9.91 -23.44 0.0570
H -0.02 12.27 -21.56 0.1145
H -0.20 10.70 -21.24 0.0943
H -1.57 12.33 -23.00 0.1051
```